Molecular formula: H12O6
Method: DFT, wB97M-V/def2-TZVPD

Output
E = -458.63104 Ha
Kohn-Sham gap = 10.98 eV
Multiplicity = 1
Highest occupied orbital energy = -10.94 eV
ΔE to the lowest compared entry with this formula, charge and spin = 1.127 eV
SMILES = O.O.O.O.O.O

```
18
Properties=species:S:1:pos:R:3:forces:R:3
O 0.08166 0.62925 0.71360 0.1518 -0.2225 -0.0328
H 0.49448 -0.24513 0.68953 0.0177 0.0633 0.2304
H 0.75652 1.22442 1.06740 -0.2580 0.1417 -0.1426
O -0.95264 -3.55614 0.42294 0.0561 -0.1021 -0.0582
H -1.54468 -3.08934 -0.17365 -0.0453 0.0438 0.0726
H -0.12610 -3.06107 0.39382 0.0069 0.0896 0.0064
O -0.69268 1.44875 -1.92991 0.0222 -0.0168 0.0029
H -0.40130 1.35975 -1.00786 0.0002 -0.0553 -0.0135
H -1.61599 1.70987 -1.87716 0.0146 0.0435 -0.0151
O -2.76390 -0.00820 0.95912 0.0115 -0.0620 -0.1494
H -1.86912 0.14811 0.62461 -0.0796 0.1342 0.2250
H -3.35120 0.12628 0.21058 0.0041 -0.0142 -0.0080
O 1.61017 -1.79399 0.11554 -0.1137 0.0867 -0.2070
H 2.33897 -2.41613 0.02248 0.0031 0.0046 0.0673
H 1.49820 -1.39751 -0.75824 0.0759 -0.1204 -0.0412
O 1.85742 2.91599 0.39361 0.2269 -0.1126 0.1111
H 2.68256 2.41956 0.41672 0.0465 0.1051 -0.0241
H 1.99763 3.58552 -0.28312 -0.1408 -0.0065 -0.0237
```
Forces are in eV/Å.